(1)
C5H9N | wB97M-V/def2-TZVPD

Geometry (Å):
C  0.384  1.658  1.452
C  0.664  0.658  0.338
C  -0.564  -0.110  -0.150
C  -0.113  -1.127  -1.217
C  -0.903  -2.354  -1.334
N  -1.423  -3.383  -1.429
H  -0.063  1.162  2.321
H  1.314  2.134  1.780
H  -0.301  2.447  1.122
H  1.399  -0.078  0.692
H  1.129  1.166  -0.518
H  -1.049  -0.620  0.690
H  -1.311  0.579  -0.567
H  0.897  -1.475  -0.974
H  -0.059  -0.657  -2.205

Results
net charge	0
LUMO level	0.8750	eV
frontier orbital gap	12.358	eV

---

(2)
C5H9N | wB97M-V/def2-TZVPD

Geometry (Å):
C  -0.154  -0.110  0.601
C  -1.450  -0.714  0.049
C  -2.707  -0.018  0.459
C  -3.365  0.686  -0.466
C  4.287  0.111  -0.104
N  3.089  0.254  0.243
H  -0.082  0.979  0.442
H  -0.116  -0.233  1.712
H  0.696  -0.630  0.167
H  -1.351  -1.800  0.236
H  -1.338  -0.643  -1.036
H  -4.333  1.193  -0.310
H  -2.911  0.815  -1.445
H  5.109  -0.137  0.581
H  4.628  0.246  -1.129

Results
net charge	0
LUMO level	-3.9066	eV
frontier orbital gap	2.351	eV

---

(3)
C5H9N | wB97M-V/def2-TZVPD

Geometry (Å):
C  1.307  0.314  0.841
C  1.186  0.685  -0.648
C  -0.123  0.097  1.210
N  -0.849  -0.286  0.160
C  -2.031  -0.887  0.102
C  -0.108  -0.005  -1.097
H  1.912  -0.602  0.961
H  1.799  1.097  1.428
H  1.095  1.770  -0.751
H  2.043  0.360  -1.245
H  -0.539  -0.004  2.203
H  -2.482  -1.218  1.027
H  -2.529  -0.982  -0.852
H  -0.739  0.620  -1.734
H  0.059  -0.959  -1.604

Results
net charge	0
LUMO level	1.0864	eV
frontier orbital gap	7.457	eV

---

(4)
C5H9N | wB97M-V/def2-TZVPD

Geometry (Å):
N  -1.952  -0.762  -1.080
C  -0.562  -0.753  -0.811
C  0.267  -1.358  -1.677
C  1.112  1.625  1.742
C  0.919  0.639  0.622
C  -0.253  0.053  0.379
H  -2.542  -1.063  -0.317
H  -2.227  -1.120  -1.978
H  -0.075  -1.865  -2.567
H  1.295  -1.563  -1.401
H  0.970  1.101  2.697
H  0.345  2.390  1.734
H  2.114  2.041  1.727
H  1.635  0.564  -0.192
H  -1.046  0.070  1.123

Results
net charge	0
LUMO level	1.1327	eV
frontier orbital gap	9.120	eV